# C4H12S

A 2-piece molecular cluster, C4H12S overall (wB97M-V/def2-TZVPD, the OMol25 dataset).

```
17
Properties=species:S:1:pos:R:3:forces:R:3:lowdin_charge:R:1
C -2.41171 2.71138 -3.20387 0.24 -0.70 -0.14 -0.43
S -1.33258 1.49578 -4.03548 -0.14 0.35 0.34 0.72
C -0.03869 1.47255 -2.77358 1.34 -0.71 -0.58 -0.45
H -2.57149 2.32987 -2.19893 0.06 0.42 0.19 0.03
H -3.36987 2.70611 -3.68786 -0.43 -0.02 -0.39 0.02
H -2.00254 3.71666 -3.25920 0.11 -0.04 0.26 0.03
H 0.94398 1.42399 -3.26600 -0.25 0.66 -0.18 0.03
H -0.08640 2.35349 -2.14390 0.01 -0.03 0.09 0.03
H 0.05672 0.54683 -2.20587 -0.93 0.06 0.40 0.03
C 1.60053 -2.56642 2.68810 -0.09 0.13 -1.00 -0.18
C 1.10187 -2.12499 4.05430 0.13 -0.17 -0.09 -0.17
H 0.80870 -2.52815 1.93782 -0.22 -0.02 0.11 0.06
H 2.01038 -3.56775 2.61055 -0.03 -0.26 0.41 0.06
H 2.35900 -1.91555 2.25527 0.23 0.17 0.35 0.06
H 0.08210 -2.46234 4.23219 -0.11 0.18 -0.07 0.06
H 1.68379 -2.55050 4.86096 0.34 -0.03 0.17 0.05
H 1.16621 -1.04096 4.13549 -0.25 0.00 0.11 0.06
```
Positions in Å, forces in eV/Å.

Calculated values
net charge = 0
HOMO level = -8.5 eV
M = 92.2 u
DFT total energy = -15177.3194 eV
spin multiplicity = 1
SMILES string = CSC.CC
frontier orbital gap = 9.4 eV